[1]
This record from the OMol25 dataset describes a cluster of 2 separate species, C5H9N4S2 in total. The level of theory is the ωB97M-V functional and the def2-TZVPD basis.

Results
- F_max: 0.0606 hartree/bohr
- Charge: +1
- Energy relative to the best compared isomer or geometry (same formula, charge and spin): 221.9 kJ/mol
- Frontier orbital gap: 7.48 eV

Geometry as XYZ:
```
20
Properties=species:S:1:pos:R:3:forces:R:3
C -1.05210 2.95648 0.05731 -0.20 -0.15 0.00
C -0.71029 0.82852 -0.41600 1.03 0.69 -0.13
C 0.48962 1.55264 -0.34666 -2.16 0.02 0.17
C -0.97552 -0.51948 -0.80045 1.14 -2.00 2.10
C 2.27012 -0.05231 -0.27433 0.22 0.31 -0.14
N 0.24103 2.85084 -0.06722 0.74 -0.03 0.02
N -1.67000 1.76830 -0.12686 -0.07 0.13 0.05
N 1.80714 1.15227 -0.48230 1.07 -0.14 -0.14
N 0.24841 -1.65958 0.71415 -1.08 1.14 -1.71
S -2.56309 -1.21513 -0.77822 -0.12 0.08 -0.23
S 3.92119 -0.39659 -0.45271 -0.03 0.16 -0.04
H -1.56497 3.87176 0.27868 -0.21 0.10 0.02
H -0.35147 -0.95558 -1.56687 -0.01 0.07 -0.15
H 1.52667 -0.82679 0.09460 0.03 -0.08 0.03
H -2.66811 1.61330 -0.14864 0.13 0.06 -0.04
H 2.42950 1.93923 -0.67826 -0.04 -0.17 -0.01
H -0.23798 -1.43422 1.57458 -0.21 -0.02 0.08
H -0.02386 -2.59850 0.44257 -0.17 -0.11 0.08
H -3.02640 -0.56497 0.30102 0.06 -0.04 0.02
H 3.82702 -1.68942 -0.11233 -0.12 -0.02 0.04
```
Forces are in eV/Å.

Here are the Mulliken charges for atoms 1 to 5, given in e:
1. C -0.267
2. C 0.307
3. C 0.614
4. C -0.560
5. C 0.245


[2]
This record from the OMol25 dataset describes a cluster of 2 separate species, C5H9N7 in total. The level of theory is the ωB97M-V functional and the def2-TZVPD basis.

Results
- Structure (SMILES): CN/C=C\C#N.Nn1cnnn1
- F_max: 0.0358 hartree/bohr
- Energy relative to the best compared isomer or geometry (same formula, charge and spin): 204.2 kJ/mol
- Frontier orbital gap: 9.06 eV

Geometry as XYZ:
```
21
Properties=species:S:1:pos:R:3:forces:R:3
C 2.42643 -1.15589 -1.02500 1.00 -1.24 0.74
N 1.42502 -0.37499 -1.60926 -0.84 1.28 -1.03
C 0.17456 -0.17485 -1.16716 -0.22 -0.45 0.57
C -0.73762 0.63431 -1.80009 -0.48 -0.51 -0.16
C -0.19960 1.02536 -3.03987 1.66 0.06 -0.80
N 0.69237 1.04302 -3.79449 -1.36 0.67 -0.10
H 2.00550 -1.70704 -0.17288 0.35 0.06 -0.16
H 3.25719 -0.51937 -0.69110 -0.06 -0.30 0.12
H 2.82017 -1.88054 -1.76552 -0.12 0.23 0.49
H 1.72867 0.16728 -2.42433 -0.45 -0.29 0.35
H -0.07551 -0.77122 -0.26902 0.07 0.58 -0.49
H -1.79730 0.76204 -1.59049 0.55 -0.15 0.37
N -0.85844 1.64063 1.48383 -0.45 0.76 0.46
N -1.36052 0.54619 2.18396 0.25 -0.57 0.44
C -1.91834 -0.58206 1.69565 0.07 0.39 -0.50
N -1.90572 -1.48516 2.62741 -0.28 -0.71 0.25
N -1.32513 -0.92454 3.73341 -0.47 0.96 -1.32
N -1.01741 0.29129 3.45351 0.71 0.13 0.71
H 0.16056 1.61866 1.54414 -0.30 -0.04 0.00
H -1.18593 2.50871 1.94491 0.23 -0.80 -0.37
H -2.30897 -0.66185 0.68239 0.15 -0.06 0.44
```
Forces are in eV/Å.

Here are the Mulliken charges for atoms 1 to 5, given in e:
1. C -0.899
2. N -0.234
3. C 0.496
4. C -0.610
5. C 0.322


[3]
This record from the OMol25 dataset describes a structure of composition C5H9NNb. The level of theory is the ωB97M-V functional and the def2-TZVPD basis.

Results
- F_max: 0.0341 hartree/bohr
- Charge: -1
- Frontier orbital gap: 7.69 eV

Geometry as XYZ:
```
16
Properties=species:S:1:pos:R:3:forces:R:3
Nb 2.18033 -0.19106 0.14451 -1.00 -1.02 -1.01
C -0.07911 -0.02263 0.01262 -0.13 0.23 1.01
C -0.67865 0.31462 -1.20755 0.10 -0.04 -0.17
C -2.06625 0.36340 -1.33879 0.19 -0.06 0.19
N -2.90896 0.10474 -0.33760 0.08 0.07 -0.15
C -2.35491 -0.20840 0.83524 0.13 -0.10 0.18
C -0.98392 -0.28026 1.05920 -0.15 0.03 -0.36
H 2.34387 1.62560 -0.16560 0.40 -0.14 0.19
H 2.71363 -0.36265 -1.62656 0.31 0.61 -0.04
H 2.23664 -1.98078 0.66289 0.37 -0.17 0.26
H 1.96902 0.44964 1.85548 0.27 0.43 -0.52
H 3.88727 -0.04005 0.78119 -0.53 0.14 0.40
H -0.06712 0.54755 -2.08015 -0.09 -0.02 0.12
H -2.51645 0.62905 -2.29465 0.02 -0.03 0.10
H -3.05192 -0.41220 1.64921 0.07 0.03 -0.10
H -0.62346 -0.53655 2.05057 -0.03 0.04 -0.09
```
Forces are in eV/Å.

Here are the Mulliken charges for atoms 1 to 5, given in e:
1. Nb -0.841
2. C -0.049
3. C -0.057
4. C -0.295
5. N -0.597


[4]
This record from the OMol25 dataset describes an isolated molecule of C5H9NO. The level of theory is the ωB97M-V functional and the def2-TZVPD basis.

Results
- Structure (SMILES): C=CCC(=O)NC
- F_max: 0.0629 hartree/bohr
- Energy relative to the best compared isomer or geometry (same formula, charge and spin): 235.2 kJ/mol
- Frontier orbital gap: 9.64 eV

Geometry as XYZ:
```
16
Properties=species:S:1:pos:R:3:forces:R:3
C 1.21343 -1.54223 0.48809 -0.98 0.06 -0.75
C 0.17917 -1.48093 -0.36874 -1.69 -2.29 1.53
C -1.36925 -1.05057 -0.03955 2.57 0.05 -1.48
C -1.24154 0.42299 0.16564 2.38 1.05 0.92
O -1.78348 1.06384 1.05166 0.21 -0.29 -1.04
N -0.05073 0.88148 -0.48976 -2.12 1.52 0.23
C 0.62476 2.06813 -0.00469 -0.44 0.01 -0.22
H 2.04449 -2.20510 0.27169 0.17 0.44 -0.13
H 1.25025 -0.93880 1.38901 -0.13 -0.30 0.16
H 0.22324 -2.06976 -1.28120 0.21 -0.04 -0.01
H -1.78115 -1.55322 0.83746 0.05 0.10 -0.31
H -1.92306 -1.23082 -0.96374 -0.27 -0.32 0.30
H 0.24384 0.55314 -1.40064 -0.34 -0.24 0.51
H 1.18689 2.52326 -0.82117 0.10 -0.04 0.17
H 1.28801 1.76258 0.80930 0.12 0.35 0.01
H -0.10489 2.79601 0.35663 0.16 -0.06 0.10
```
Forces are in eV/Å.

Here are the Mulliken charges for atoms 1 to 5, given in e:
1. C -0.719
2. C -0.239
3. C -0.423
4. C 0.446
5. O -0.598


[5]
This record from the OMol25 dataset describes an isolated molecule of C5H9NO. The level of theory is the ωB97M-V functional and the def2-TZVPD basis.

Results
- Structure (SMILES): N/C=C/CCC=O
- F_max: 0.0190 hartree/bohr
- Energy relative to the best compared isomer or geometry (same formula, charge and spin): 160.8 kJ/mol
- Frontier orbital gap: 9.21 eV

Geometry as XYZ:
```
16
Properties=species:S:1:pos:R:3:forces:R:3
N 2.44502 1.56143 0.85804 0.29 0.61 -0.43
C 1.47134 0.57237 0.92931 0.32 -0.04 0.05
C 0.29215 0.59252 0.31896 0.07 -0.13 0.12
C -0.78894 -0.41272 0.64551 0.33 0.87 -0.31
C -1.77549 -0.64592 -0.50275 0.35 -0.54 0.64
C -1.09235 -1.16198 -1.73285 -0.40 -0.48 -0.15
O -1.43325 -2.17139 -2.29855 0.03 0.00 -0.01
H 3.41492 1.32174 0.99009 -0.18 -0.42 0.19
H 2.38017 2.17927 0.05714 -0.23 -0.08 0.19
H 1.70205 -0.22764 1.62537 0.06 -0.04 -0.03
H 0.05032 1.43726 -0.32124 -0.09 -0.04 -0.07
H -0.33241 -1.35462 0.94934 -0.09 -0.02 0.17
H -1.34375 0.02631 1.47539 -0.23 -0.42 0.20
H -2.48379 -1.40559 -0.15572 -0.19 0.27 -0.40
H -2.27341 0.29467 -0.71595 -0.23 0.14 -0.18
H -0.23259 -0.60571 -2.12211 0.23 0.33 0.03
```
Forces are in eV/Å.

Here are the Mulliken charges for atoms 1 to 5, given in e:
1. N -0.519
2. C -0.080
3. C -0.442
4. C -0.594
5. C -0.524


[6]
This record from the OMol25 dataset describes an isolated molecule of C5H9NO. The level of theory is the ωB97M-V functional and the def2-TZVPD basis.

Results
- Structure (SMILES): C[C@@H](N)/C=C1\CO1
- F_max: 0.0399 hartree/bohr
- Energy relative to the best compared isomer or geometry (same formula, charge and spin): 484.1 kJ/mol
- Frontier orbital gap: 8.30 eV

Geometry as XYZ:
```
16
Properties=species:S:1:pos:R:3:forces:R:3
C -1.79845 -0.15468 -0.66203 0.09 0.06 0.03
C -1.06530 0.46946 0.52738 0.20 -0.17 0.16
N -0.91874 -0.52287 1.60923 -1.67 -1.08 0.49
C 0.41285 0.64239 0.47658 0.39 0.33 -0.86
C 1.17526 -0.32388 -0.09480 0.19 1.54 -0.18
C 1.94494 -0.27567 -1.30276 0.19 -0.12 -0.77
O 2.56424 -0.36520 -0.00665 0.36 0.37 -0.06
H -1.97555 0.55375 -1.47907 0.23 0.00 0.18
H -2.77990 -0.51258 -0.33171 0.24 0.02 0.04
H -1.23486 -1.00828 -1.05591 -0.11 0.14 0.07
H -1.60980 1.35067 0.89600 0.30 -0.26 -0.08
H -0.67317 -0.11928 2.50509 0.14 -0.19 -0.13
H -0.20434 -1.17606 1.26138 -0.74 0.33 1.05
H 0.83709 1.33579 1.20091 -0.03 -0.43 0.36
H 2.11089 -1.08249 -2.00010 -0.03 -0.26 0.08
H 1.99830 0.73894 -1.69672 0.26 -0.28 -0.40
```
Forces are in eV/Å.

Here are the Mulliken charges for atoms 1 to 5, given in e:
1. C -1.321
2. C 0.453
3. N -0.754
4. C -0.551
5. C 0.158


[7]
This record from the OMol25 dataset describes an isolated molecule of C5H9NO. The level of theory is the ωB97M-V functional and the def2-TZVPD basis.

Results
- F_max: 0.0594 hartree/bohr
- Energy relative to the best compared isomer or geometry (same formula, charge and spin): 295.2 kJ/mol
- Frontier orbital gap (spin up / spin down): 9.38 / 9.38 eV

Geometry as XYZ:
```
16
Properties=species:S:1:pos:R:3:forces:R:3
C -0.27400 1.16324 -1.00677 1.01 1.14 0.27
C -0.09608 0.09462 0.05749 -0.16 1.64 -1.08
C -0.53772 0.51751 1.44867 -0.03 0.07 0.04
C -0.72733 -1.07938 -0.47737 1.25 -2.63 0.93
N 1.14420 -1.70195 -0.10996 -2.59 -0.80 -0.09
C 1.34149 -0.41240 0.03192 -0.41 1.22 -0.01
O 2.34995 0.24512 0.07730 0.65 0.23 0.19
H 0.53397 1.84786 -0.75644 -0.16 0.76 -0.17
H -1.23965 1.65340 -0.98167 -0.17 0.14 0.10
H -0.05525 0.85638 -2.03133 -0.11 -0.41 0.16
H -1.59639 0.80141 1.46599 0.14 -0.02 -0.03
H 0.05868 1.37810 1.76522 -0.09 -0.10 -0.01
H -0.38035 -0.29159 2.17048 -0.01 0.10 -0.13
H -1.57583 -1.42130 0.07769 -0.07 -1.08 0.81
H -0.88359 -1.34585 -1.50110 0.61 0.46 -0.68
H 1.93792 -2.30518 -0.23013 0.15 -0.73 -0.33
```
Forces are in eV/Å.

Here are the Mulliken charges for atoms 1 to 5, given in e:
1. C -1.712
2. C 2.007
3. C -1.709
4. C -0.841
5. N -0.451